{"formula": "C24H21MnN6O4S3", "method": "wB97M-V/def2-TZVPD", "species": ["N", "O", "H", "C", "H", "C", "H", "C", "H", "H", "H", "H", "C", "O", "O", "N", "S", "C", "H", "H", "N", "H", "C", "H", "H", "H", "C", "C", "C", "N", "H", "S", "C", "H", "N", "H", "C", "C", "C", "C", "H", "C", "C", "C", "C", "H", "H", "C", "O", "H", "C", "C", "Mn", "C", "S", "C", "N", "H", "C"], "coordinates": [[0.54176, 1.63752, 3.61253], [-0.26924, 0.72977, -2.68522], [0.81998, -6.52080, 0.35193], [2.51666, 2.88122, 2.76452], [1.89405, -4.31144, 0.21374], [-1.30226, -3.31221, 0.61985], [-5.30955, 0.07237, -3.38717], [0.21632, -5.62675, 0.43716], [-2.60305, 3.31913, -2.66171], [1.46172, 3.18550, 4.63044], [-4.34195, 2.25999, -4.10188], [4.60513, 0.11231, -3.25568], [3.91095, 0.06571, -2.42962], [6.56990, -0.15771, -1.91619], [-0.50201, -0.53000, -0.85378], [-2.20714, -2.25731, 0.75005], [-3.59658, -4.39653, 1.11187], [1.68301, 0.04105, -1.52727], [0.55495, 3.65722, 3.18781], [2.28830, 2.56136, 1.74804], [-3.19849, 0.56520, -0.83991], [0.53189, -2.23947, 0.35153], [-4.11226, -0.00344, -1.61555], [2.11988, 0.23193, -3.60657], [-1.62492, -6.70246, 0.74409], [-1.78524, 4.40703, -0.66946], [-1.14681, -5.73611, 0.65006], [2.20003, -0.07869, -0.24088], [0.82165, -4.37511, 0.34489], [5.85487, -0.12825, -0.93206], [3.98949, -0.20075, 0.95096], [-4.64511, -1.57792, 1.51516], [-3.06865, 2.38617, -2.37970], [2.95971, 3.87695, 2.72366], [-0.47400, 2.04615, 1.61192], [3.24920, 2.19770, 3.19552], [2.54204, 0.12515, -2.61666], [1.23919, 2.91648, 3.59852], [-1.66492, 2.30609, -0.31641], [4.40806, -0.05322, -1.14015], [-0.34673, 3.87258, 0.22665], [0.18488, 0.09623, -1.74351], [3.56720, -0.11636, -0.03927], [0.07478, -3.21465, 0.42925], [-0.28011, 1.25008, 2.62981], [-4.51411, -0.94758, -1.27090], [-0.46761, 3.57307, -1.51583], [-1.02804, 3.62669, -0.58000], [6.26504, -0.13979, 0.21483], [0.71507, 0.97929, 4.35067], [-1.89345, -4.57288, 0.75671], [-4.02378, 1.78971, -3.18118], [-1.82998, -0.34396, 0.60574], [-2.67314, 1.74744, -1.21387], [-1.04611, -0.31680, 2.79611], [-3.43904, -2.65408, 1.08384], [-1.35487, 1.56361, 0.70084], [1.52535, -0.14126, 0.60286], [-4.56188, 0.57482, -2.79114]], "forces_ev_per_a": [[0.01, 0.14, 0.02], [-0.01, -0.03, 0.02], [-0.02, 0.00, 0.02], [-0.10, 0.01, 0.08], [-0.01, 0.03, -0.04], [0.15, -0.27, -0.05], [-0.01, -0.02, 0.02], [0.04, -0.07, -0.01], [-0.04, 0.00, -0.02], [-0.05, 0.00, 0.02], [0.02, 0.02, 0.01], [-0.03, -0.01, -0.03], [0.27, -0.01, 0.03], [-0.14, -0.03, 0.09], [-0.04, -0.26, 0.20], [0.32, -0.36, -0.07], [0.13, 0.17, -0.06], [-0.07, -0.07, 0.00], [-0.03, 0.02, 0.08], [0.03, 0.00, -0.02], [0.37, 0.10, -0.14], [0.04, -0.07, -0.03], [-0.14, -0.22, 0.07], [0.01, 0.01, 0.00], [0.04, -0.01, 0.00], [0.01, 0.01, -0.04], [-0.06, -0.01, 0.01], [-0.02, -0.02, -0.09], [-0.02, -0.03, 0.01], [0.46, 0.15, 0.06], [0.02, -0.01, 0.00], [-0.01, 0.01, -0.16], [0.17, 0.09, 0.20], [0.03, -0.01, -0.01], [0.46, 0.41, 0.24], [0.00, -0.01, -0.02], [-0.06, 0.03, 0.04], [0.15, -0.03, -0.13], [0.38, -0.09, 0.51], [-0.57, -0.05, -0.02], [-0.01, 0.02, -0.01], [0.06, 0.27, 0.05], [0.22, 0.01, 0.05], [-0.14, 0.12, 0.02], [-0.25, -0.25, -0.26], [0.06, -0.03, 0.07], [-0.05, -0.02, -0.04], [-0.07, 0.01, 0.07], [-0.12, -0.05, -0.15], [0.01, -0.02, 0.03], [-0.06, 0.14, -0.01], [-0.11, -0.15, 0.01], [-0.49, -0.38, 0.18], [-0.40, -0.18, -0.38], [-0.03, -0.12, -0.31], [-0.20, 0.27, 0.25], [-0.12, 0.69, -0.32], [-0.01, 0.00, 0.02], [0.07, 0.14, -0.05]], "nbo_charge": [-0.5749, -0.6491, 0.2165, -0.6180, 0.2163, 0.1908, 0.2330, -0.2184, 0.2315, 0.2033, 0.2271, 0.2493, -0.1913, -0.3741, -0.8413, -0.6870, 0.4173, -0.1265, 0.2157, 0.2208, -0.5137, 0.2291, 0.0957, 0.2402, 0.2216, 0.2356, -0.2111, -0.1390, -0.1929, 0.5282, 0.2461, -0.2095, -0.1957, 0.2163, -0.4425, 0.2075, -0.1691, -0.2173, 0.3094, 0.0196, 0.2653, 0.7896, -0.1981, -0.2351, 0.3158, 0.2306, 0.2556, -0.6886, -0.3791, 0.4124, -0.2347, -0.1304, 1.4129, 0.1738, -0.1570, -0.0908, -0.3150, 0.2082, -0.2347], "spin_multiplicity": 5, "energy_ev": -106186.0635}


{"formula": "C22H18N2O5S", "method": "wB97M-V/def2-TZVPD", "species": ["O", "C", "O", "C", "H", "H", "C", "H", "H", "H", "C", "C", "H", "O", "C", "C", "C", "C", "H", "O", "C", "C", "C", "H", "H", "C", "H", "H", "H", "S", "H", "C", "N", "C", "C", "C", "C", "H", "C", "H", "N", "H", "O", "H", "C", "H", "C", "C"], "coordinates": [[2.18412, 3.21805, -3.74303], [0.84521, 1.32082, 0.33914], [1.89607, 1.14020, 2.39835], [2.66941, 2.87007, -2.51135], [-0.75003, 0.14039, 4.27998], [-3.57941, 3.52678, -5.72257], [-0.76761, 3.27454, -5.83257], [-1.04093, 3.58933, -6.82857], [-2.87946, -1.75721, 1.89369], [1.28393, 3.87439, -6.04059], [-0.07410, 2.46506, -3.27710], [0.89371, 3.03633, -4.12085], [2.90445, 1.92395, 0.20750], [3.83074, 3.06906, -2.27358], [-0.98058, -6.00384, 3.22095], [-0.75636, -4.65542, 3.36675], [-1.38437, 2.30871, -3.73595], [-1.74388, 2.70824, -5.00654], [-3.76880, 2.05019, -4.76994], [0.37249, -4.46086, 4.09143], [-1.29088, -0.32988, 1.57944], [1.94837, 1.84782, -0.27691], [0.85843, -5.66915, 4.40130], [-1.93142, 0.50370, 1.26762], [-2.59047, -0.68727, 3.27971], [0.38538, 2.08552, -1.98136], [1.76108, -5.69756, 4.97990], [-0.02874, -2.16169, 4.73780], [-1.80168, -6.44378, 2.69456], [-0.54117, 1.36105, -0.72319], [-2.11061, 1.86645, -3.06924], [0.07027, -6.65827, 3.89328], [-0.12420, 0.16196, 2.28517], [-0.05243, -1.83112, 3.69420], [-2.10552, -1.25648, 2.47990], [0.53114, 3.43837, -5.40389], [1.70107, 2.27755, -1.59617], [0.22035, -7.71382, 3.98708], [-1.60908, -3.58650, 2.82996], [0.82351, -2.24704, 3.18380], [-1.26582, -2.28910, 3.04398], [-3.15746, 1.97169, -6.42747], [-2.62120, -3.88232, 2.21018], [-0.98164, -0.88473, 0.68573], [0.90418, 0.86314, 1.74128], [0.99965, 0.02619, 4.00147], [0.02224, -0.30769, 3.64735], [-3.14624, 2.55120, -5.50591]], "forces_ev_per_a": [[0.24, 0.12, -0.15], [0.11, 0.26, -0.70], [0.19, 0.06, -0.07], [0.53, 0.00, 0.32], [0.09, -0.02, 0.02], [-0.11, 0.03, -0.02], [0.06, -0.06, 0.19], [-0.01, 0.04, -0.12], [0.11, 0.20, 0.11], [0.09, 0.06, -0.08], [0.24, 0.29, -0.60], [-0.97, -0.25, 0.02], [0.12, 0.00, 0.14], [-0.37, -0.05, -0.09], [0.00, 0.89, -0.01], [-0.48, -1.27, -0.33], [0.26, 0.12, -0.15], [0.00, -0.04, 0.08], [-0.09, -0.03, 0.01], [0.08, 0.39, 0.07], [-0.34, -0.11, -0.27], [-0.17, -0.17, 0.25], [-0.06, -0.80, -0.04], [-0.04, -0.14, 0.04], [-0.02, -0.02, -0.10], [0.44, -0.16, 0.80], [0.11, 0.11, 0.07], [0.08, 0.09, -0.12], [-0.20, -0.01, -0.12], [0.50, 0.28, -0.38], [-0.16, -0.05, 0.01], [0.39, 0.32, 0.25], [0.01, -0.06, 0.15], [0.50, 0.15, 0.32], [-0.24, 0.08, -0.26], [0.19, -0.02, 0.18], [-0.82, -0.13, -0.21], [0.10, -0.20, 0.06], [-0.13, 0.44, -0.03], [-0.06, 0.12, 0.14], [-0.08, 0.12, -0.11], [-0.08, -0.05, -0.05], [0.03, -0.32, 0.01], [-0.11, 0.02, 0.09], [0.13, 0.01, 0.41], [-0.24, -0.10, 0.01], [0.18, -0.14, 0.29], [0.00, 0.03, -0.04]], "nbo_charge": [-0.4561, -0.3081, -0.6213, 0.7698, 0.1935, 0.2221, -0.1745, 0.2150, 0.2676, 0.2331, -0.0732, 0.3064, 0.2665, -0.5483, -0.2172, 0.1335, -0.1896, -0.0288, 0.2161, -0.3949, -0.2268, -0.1286, 0.1153, 0.2039, 0.1941, -0.1481, 0.2065, 0.2120, 0.2462, 0.4538, 0.2105, -0.3199, -0.4286, -0.2173, -0.2360, -0.2355, -0.2220, 0.2338, 0.6414, 0.2080, -0.4300, 0.2218, -0.6275, 0.2085, 0.6482, 0.2691, -0.2394, -0.6248], "energy_ev": -47159.7090, "smiles": "Cc1ccc2oc(=O)c3cc(C(=O)N4CCN(C(=O)c5ccco5)CC4)sc3c2c1"}


{"formula": "C2H2IN2PS", "method": "wB97M-V/def2-TZVPD", "species": ["C", "S", "H", "P", "N", "H", "C", "N", "I"], "coordinates": [[0.21351, 0.24082, 0.56545], [-0.94012, 0.12218, -0.96554], [-0.05220, 2.51458, 1.09673], [0.02171, 1.39737, 1.93098], [1.11807, -0.63740, 0.46716], [-1.36916, 1.28352, 1.97238], [0.12789, -1.16879, -1.39822], [1.10201, -1.41763, -0.59286], [-0.22172, -2.33464, -3.07608]], "forces_ev_per_a": [[-1.92, 0.12, -2.06], [1.74, -0.30, 1.73], [0.03, 0.42, -0.14], [0.27, 0.08, 0.40], [0.68, 0.65, 1.56], [-0.40, -0.03, 0.12], [-0.69, 0.29, -0.22], [0.19, -1.35, -1.47], [0.10, 0.12, 0.08]], "nbo_charge": [-0.1775, 0.3007, -0.0137, 0.3763, -0.2456, -0.0161, -0.1526, -0.3080, 0.2364], "energy_ev": -33309.3538, "smiles": "Pc1nnc(I)s1"}